Record 1
C31H23Cl3F5N3O3Tl as an isolated structure at a distorted geometry, computed with wB97M-V/def2-TZVPD.

CARTESIAN COORDINATES (ANGSTROEM)
1 Tl -0.22 -0.25 -0.65
2 C -2.93 -0.20 2.22
3 C -3.84 -0.60 1.10
4 C -5.18 -0.22 1.12
5 C -6.03 -0.57 0.08
6 C -5.54 -1.29 -0.99
7 C -4.21 -1.68 -1.05
8 C -3.69 -2.40 -2.25
9 C -3.36 -1.35 0.01
10 N -2.01 -1.78 0.00
11 C -1.78 -3.09 0.05
12 O -2.61 -3.98 0.23
13 C -0.34 -3.51 -0.08
14 C 0.05 -4.82 0.15
15 C 1.37 -5.16 -0.06
16 C 2.28 -4.19 -0.45
17 C 1.82 -2.89 -0.61
18 N 0.55 -2.59 -0.44
19 C 2.78 -1.76 -0.87
20 O 3.97 -2.02 -1.04
21 N 2.22 -0.55 -0.89
22 C 2.97 0.61 -0.68
23 C 2.89 1.65 -1.63
24 C 2.12 1.41 -2.89
25 C 3.52 2.85 -1.37
26 C 4.24 3.05 -0.20
27 C 4.36 2.01 0.71
28 C 3.74 0.78 0.49
29 C 3.95 -0.34 1.46
30 H -3.49 -0.01 3.13
31 H -2.39 0.71 1.95
32 H -2.19 -0.98 2.41
33 H -5.55 0.36 1.95
34 H -7.07 -0.27 0.11
35 H -6.20 -1.55 -1.81
36 H -4.44 -2.41 -3.04
37 H -3.43 -3.43 -2.00
38 H -2.78 -1.92 -2.63
39 H -0.70 -5.53 0.49
40 H 1.70 -6.19 0.09
41 H 3.32 -4.40 -0.63
42 H 2.50 0.51 -3.39
43 H 2.18 2.26 -3.55
44 H 1.07 1.22 -2.65
45 H 3.44 3.65 -2.10
46 H 4.71 4.00 0.00
47 H 4.94 2.15 1.61
48 H 4.28 0.04 2.43
49 H 4.71 -1.02 1.07
50 H 3.04 -0.92 1.60
51 Cl 2.11 3.82 5.37
52 C 1.62 3.23 3.81
53 C 1.31 1.89 3.65
54 C 0.89 1.45 2.41
55 Cl 0.50 -0.23 2.18
56 C 0.76 2.29 1.28
57 O 0.35 1.89 0.13
58 C 1.12 3.64 1.51
59 Cl 0.99 4.73 0.18
60 C 1.53 4.11 2.74
61 H 1.38 1.20 4.48
62 H 1.77 5.15 2.86
63 F -2.21 2.21 -0.67
64 C -1.92 1.33 -1.65
65 F -3.10 0.72 -1.94
66 C -1.55 2.11 -2.90
67 F -2.57 2.88 -3.34
68 F -1.24 1.27 -3.90
69 F -0.51 2.93 -2.71

Properties
Charge = -1
Relative energy (zero: lowest compared OMol25 entry of this formula, charge and spin) = 109.39 kJ/mol
LUMO energy = 1.47 eV
HOMO level = -5.30 eV

Record 2
C31H23ClN11O2RbS2 as an isolated structure at a distorted geometry, computed with wB97M-V/def2-TZVPD.

CARTESIAN COORDINATES (ANGSTROEM)
1 Rb 0.47 0.30 0.89
2 Cl 6.62 -4.42 3.38
3 C 5.32 -3.50 2.65
4 C 5.20 -3.49 1.25
5 C 4.19 -2.78 0.66
6 C 3.23 -2.01 1.42
7 O 2.30 -1.39 0.85
8 C 3.41 -2.05 2.85
9 C 2.53 -1.35 3.74
10 O 1.66 -0.52 3.46
11 C 4.45 -2.81 3.43
12 H 5.90 -4.06 0.65
13 H 4.09 -2.76 -0.42
14 H 2.71 -1.58 4.81
15 H 4.55 -2.83 4.51
16 N -2.94 -1.02 4.23
17 C -2.02 -0.18 3.72
18 N -2.02 -0.27 2.42
19 C -2.97 -1.21 2.16
20 N -3.56 -1.69 3.25
21 C -3.28 -1.70 0.82
22 C -4.20 -2.73 0.60
23 N -4.41 -3.23 -0.60
24 C -3.71 -2.72 -1.61
25 C -2.83 -1.66 -1.41
26 N -2.62 -1.16 -0.20
27 H -3.18 -1.20 5.18
28 H -1.38 0.46 4.31
29 H -4.77 -3.14 1.42
30 H -3.86 -3.16 -2.59
31 H -2.28 -1.21 -2.23
32 N -3.32 1.83 -0.23
33 C -2.63 2.88 0.28
34 N -1.58 2.78 1.02
35 C -1.12 4.01 1.43
36 C -1.83 5.08 0.98
37 S -3.17 4.54 0.02
38 C 0.06 4.04 2.29
39 C 0.40 4.98 3.20
40 S 1.85 4.53 4.02
41 C 1.88 3.05 3.07
42 N 0.91 2.96 2.22
43 N 2.87 2.14 3.19
44 H -2.83 0.94 -0.20
45 H -3.90 1.99 -1.04
46 H -1.66 6.13 1.12
47 H -0.13 5.89 3.46
48 H 3.42 2.14 4.03
49 H 2.62 1.21 2.85
50 C -1.22 3.24 -3.59
51 C -0.74 2.69 -2.39
52 N -0.26 1.47 -2.29
53 C -0.19 0.71 -3.39
54 C -0.60 1.18 -4.66
55 C -1.15 2.48 -4.73
56 C -0.41 0.38 -5.83
57 C 0.18 -0.83 -5.74
58 C 0.58 -1.36 -4.48
59 C 1.20 -2.62 -4.35
60 C 1.51 -3.10 -3.10
61 C 1.17 -2.32 -1.98
62 N 0.61 -1.13 -2.08
63 C 0.35 -0.63 -3.29
64 H -1.62 4.24 -3.61
65 H -0.72 3.29 -1.49
66 H -1.50 2.86 -5.68
67 H -0.74 0.78 -6.78
68 H 0.35 -1.43 -6.63
69 H 1.41 -3.19 -5.24
70 H 1.99 -4.05 -2.97
71 H 1.36 -2.68 -0.98

Properties
LUMO energy = -0.01 eV
HOMO level = -6.86 eV